Entry 1:
{"formula": "C3H10NOS", "method": "wB97M-V/def2-TZVPD", "multiplicity": 2, "e_lumo_ev": [0.7, -2.5], "max_force_ha_per_bohr": 0.0650, "total_energy_ev": -17644.0319, "gap_ev": [10.4, 7.0], "homo_energy_ev": [-9.69, -9.45], "total_charge": 0, "elements": ["C", "C", "C", "S", "N", "H", "H", "H", "H", "H", "H", "H", "H", "H", "H", "O"], "coordinates": [[0.36, -0.37, 1.46], [-0.63, 0.57, 0.92], [-1.24, 0.24, -0.53], [-0.21, 0.55, -2.01], [-0.21, 2.05, 0.93], [0.01, -1.46, 1.41], [1.22, -0.32, 0.80], [0.62, -0.01, 2.48], [-1.47, 0.53, 1.54], [-1.85, 1.08, -0.64], [-1.75, -0.67, -0.44], [0.08, 2.25, -0.07], [0.61, 2.20, 1.49], [2.19, -2.42, -2.73], [1.00, -1.63, -2.25], [1.29, -2.59, -2.37]], "lowdin_spin": [0.0062, 0.0207, 0.0918, 0.8122, -0.0014, 0.0003, 0.0039, 0.0005, -0.0004, 0.0312, -0.0013, -0.0007, 0.0001, 0.0003, 0.0190, 0.0175]}



Entry 2:
{"formula": "C3H10NOS", "method": "wB97M-V/def2-TZVPD", "multiplicity": 2, "e_lumo_ev": [-8.7, -13.8], "max_force_ha_per_bohr": 0.0902, "total_energy_ev": -17623.9276, "gap_ev": [10.5, 5.3], "homo_energy_ev": [-19.12, -19.10], "total_charge": 2, "elements": ["C", "O", "C", "C", "S", "N", "H", "H", "H", "H", "H", "H", "H", "H", "H", "H"], "coordinates": [[-0.25, 1.12, 1.04], [-0.33, 0.90, 2.45], [-0.31, -0.22, 0.29], [-0.87, 0.03, -1.09], [-0.82, -1.68, -1.98], [1.14, -0.66, 0.17], [-1.13, 1.75, 0.76], [0.60, 1.87, 0.65], [0.51, 0.62, 2.70], [-0.88, -0.93, 0.90], [-1.95, 0.24, -1.10], [-0.23, 0.63, -1.77], [-0.34, -1.39, -3.24], [1.43, -1.17, -0.83], [1.73, 0.16, 0.29], [1.69, -1.27, 0.77]], "lowdin_spin": [0.0004, 0.0044, 0.0128, 0.0507, 0.8478, 0.0212, -0.0002, 0.0002, -0.0001, 0.0003, 0.0196, 0.0016, 0.0256, 0.0154, 0.0003, 0.0000]}



The ΔE to the lowest compared entry with this formula, charge and spin results, record by record, are as follows: 0.767, 1.997 eV.